Version one
The molecule C5H3NO. Source: the OMol25 dataset; level of theory: ωB97M-V/def2-TZVPD.

```
10
Properties=species:S:1:pos:R:3
C 2.480 -0.087 0.325
C 1.335 -0.317 0.030
C -0.025 -0.697 -0.380
C -1.241 -0.015 0.243
O -2.107 -0.656 0.751
C -1.525 1.447 0.079
N -2.055 2.468 -0.038
H 3.486 0.158 0.608
H -0.122 -0.583 -1.468
H -0.204 -1.752 -0.150
```

Results
Gap between HOMO and LUMO   0.378 Eh
SMILES   C#CCC(=O)C#N
LUMO energy   -0.5 eV

=====

Version two
The molecule C5H3NO. Source: the OMol25 dataset; level of theory: ωB97M-V/def2-TZVPD.

```
10
Properties=species:S:1:pos:R:3
N 3.240 0.859 0.116
C 2.146 0.499 0.223
C 0.802 0.052 0.218
C 0.130 -0.579 -0.766
C -1.248 -0.418 -0.474
C -1.305 0.160 0.766
O -0.059 0.451 1.198
H 0.487 -1.050 -1.669
H -1.653 -0.064 -1.398
H -2.086 0.387 1.484
```

Results
Gap between HOMO and LUMO   0.362 Eh
SMILES   N#Cc1ccco1
LUMO energy   0.4 eV

=====

Result of the stability comparison: version two is the most stable of them.

=====

Version one
C5H3NO as an isolated structure. Source: the OMol25 dataset; level of theory: ωB97M-V/def2-TZVPD.

```
10
Properties=species:S:1:pos:R:3
O -2.667 -0.824 -0.146
C -1.756 -0.122 0.026
C 0.216 -0.709 -0.214
C 0.688 0.642 0.162
C 1.895 0.289 0.016
C -1.472 1.315 0.434
N -0.279 1.678 0.497
H 0.167 -1.011 -1.260
H 0.227 -1.524 0.511
H 2.980 0.266 -0.025
```

Results
Gap between HOMO and LUMO (spin up / spin down)   0.313 / 0.313 Eh
LUMO energy (spin up / spin down)   -0.4 / -0.4 eV

=====

Version two
The molecule C5H3NO. Source: the OMol25 dataset; level of theory: ωB97M-V/def2-TZVPD.

```
10
Properties=species:S:1:pos:R:3
C -2.110 0.728 -0.141
C -1.004 0.582 0.307
C 0.347 0.384 0.825
C 1.132 -0.708 0.116
O 2.032 -1.315 0.636
C 0.783 -0.971 -1.300
N 0.554 -1.181 -2.414
H -3.093 0.853 -0.540
H 0.933 1.305 0.713
H 0.344 0.137 1.892
```

Results
Gap between HOMO and LUMO   0.375 Eh
SMILES   C#CCC(=O)C#N
LUMO energy   -0.6 eV

=====

Result of the stability comparison: version two is the most stable of them.

=====

Version one
A 2-piece molecular cluster, C16H17N overall. Source: the OMol25 dataset; level of theory: ωB97M-V/def2-TZVPD.

```
34
Properties=species:S:1:pos:R:3
C 1.488 -1.734 -2.634
C 0.422 1.934 -2.192
C 0.420 0.600 -2.602
C 1.434 2.388 -1.353
C 1.433 -0.276 -2.239
C 2.450 1.515 -1.000
C 2.426 0.171 -1.366
H -0.346 2.525 -2.672
H -0.387 0.185 -3.191
H 1.451 3.440 -1.101
H 3.333 1.873 -0.480
H 2.507 -2.088 -2.455
H 1.284 -1.833 -3.697
H 3.231 -0.460 -1.018
H 0.946 -2.410 -1.975
C -1.638 2.053 2.623
C -0.267 -1.118 1.303
C -1.334 -0.320 1.781
C -0.792 0.869 2.348
C 0.611 0.648 2.316
C -0.516 -2.262 0.572
C -1.859 -2.445 0.250
C -2.938 -1.676 0.688
C -2.686 -0.628 1.563
N 0.901 -0.525 1.824
H 0.318 -2.921 0.380
H -2.165 -3.096 -0.526
H 1.842 -0.874 1.742
H -3.925 -2.056 0.469
H 1.375 1.376 2.541
H -3.408 0.120 1.855
H -1.828 2.657 1.739
H -1.258 2.715 3.392
H -2.525 1.657 3.118
```

Results
Gap between HOMO and LUMO (spin up / spin down)   0.311 / 0.193 Eh
Charge   +1
LUMO energy (spin up / spin down)   -3.5 / -6.7 eV
Spin multiplicity   2
<S²>   0.77

=====

Version two
A 2-piece molecular cluster, C16H17N overall. Source: the OMol25 dataset; level of theory: ωB97M-V/def2-TZVPD.

```
34
Properties=species:S:1:pos:R:3
C 2.349 1.750 2.240
C -0.001 0.960 1.485
C 1.196 0.802 2.234
C -1.027 0.106 2.073
C 0.870 -0.089 3.289
C -0.364 1.900 0.538
C -2.307 0.129 1.589
C -1.693 2.019 0.123
C -2.619 1.067 0.576
N -0.355 -0.603 3.092
H 0.392 2.580 0.171
H 2.817 1.620 3.202
H 2.276 2.697 1.683
H 1.572 -0.589 3.971
H -0.897 -1.050 3.821
H -3.056 -0.598 1.881
H -1.922 2.791 -0.558
H -3.669 1.068 0.332
H 3.008 1.317 1.428
C -1.621 -2.376 -2.424
C 1.313 -0.534 -0.851
C 1.920 0.034 -1.967
C 0.239 -1.424 -1.035
C -0.349 -1.626 -2.259
C 1.484 -0.380 -3.214
C 0.381 -1.184 -3.393
H 1.543 -0.352 0.180
H 2.673 0.825 -1.871
H -0.158 -1.737 -0.099
H 1.954 -0.097 -4.152
H -1.514 -3.468 -2.525
H -1.996 -2.365 -3.457
H -0.091 -1.256 -4.364
H -2.347 -1.937 -1.738
```

Results
Gap between HOMO and LUMO (spin up / spin down)   0.286 / 0.171 Eh
Charge   +1
LUMO energy (spin up / spin down)   -3.8 / -6.9 eV
Spin multiplicity   2
<S²>   0.77

=====

Result of the stability comparison: version one is the most stable of them.

=====

Version one
A 2-piece molecular cluster, C3H11NOS2 overall. Source: the OMol25 dataset; level of theory: ωB97M-V/def2-TZVPD.

```
18
Properties=species:S:1:pos:R:3
N -1.804 1.680 -1.586
C -1.032 0.887 -0.592
C -0.045 -0.034 -1.296
C 1.379 0.244 -0.917
S 1.653 -0.130 0.860
S 2.184 -2.109 0.868
H -2.076 2.574 -1.199
H -2.672 1.214 -1.825
H -0.509 1.626 0.024
H -1.713 0.344 0.061
H -0.293 -1.065 -1.025
H -0.222 0.138 -2.364
H 2.089 -0.357 -1.482
H 1.650 1.289 -1.018
H 0.977 -2.672 0.734
O 0.084 -1.140 3.963
H 0.767 -0.751 3.389
H -0.418 -1.739 3.407
```

Results
Gap between HOMO and LUMO   0.355 Eh
SMILES   NCCCSS.O
LUMO energy   0.4 eV

=====

Version two
A 2-piece molecular cluster, C3H11NOS2 overall. Source: the OMol25 dataset; level of theory: ωB97M-V/def2-TZVPD.

```
18
Properties=species:S:1:pos:R:3
C -1.076 1.588 1.480
N -0.231 0.334 1.538
C 0.115 -0.263 0.155
C -1.194 -0.929 -0.522
S -2.647 -1.672 0.634
S -4.065 -0.091 1.011
H -1.725 1.588 2.238
H -0.727 2.514 1.244
H -1.803 1.403 0.563
H 0.610 0.587 2.086
H 0.900 -1.220 0.355
H 0.714 0.359 -0.429
H -1.687 -0.055 -1.072
H -1.057 -1.986 -1.024
H -4.989 -0.841 1.673
O 6.330 -0.266 -2.939
H 6.719 -1.153 -3.201
H 5.812 0.104 -3.791
```

Results
Gap between HOMO and LUMO   0.309 Eh
SMILES   CNCCSS.O
LUMO energy   0.4 eV

=====

Version three
A 2-piece molecular cluster, C3H11NOS2 overall. Source: the OMol25 dataset; level of theory: ωB97M-V/def2-TZVPD.

```
18
Properties=species:S:1:pos:R:3
C -1.218 1.157 -2.075
C -0.622 0.705 -0.741
N 0.791 0.967 -0.696
C -1.435 1.325 0.381
S -1.337 0.498 2.037
S 0.033 -1.029 1.948
H -1.518 2.209 -2.082
H -0.478 1.104 -2.881
H -2.023 0.549 -2.407
H -0.862 -0.370 -0.675
H 1.252 0.435 0.031
H 1.188 0.647 -1.572
H -1.079 2.329 0.574
H -2.503 1.286 0.184
H -0.666 -1.830 1.138
O 3.342 -3.397 2.647
H 4.152 -2.931 2.394
H 2.983 -3.654 1.792
```

Results
Gap between HOMO and LUMO   0.334 Eh
SMILES   C[C@@H](N)CSS.O
LUMO energy   0.3 eV

=====

Version four
A 2-piece molecular cluster, C3H11NOS2 overall. Source: the OMol25 dataset; level of theory: ωB97M-V/def2-TZVPD.

```
18
Properties=species:S:1:pos:R:3
N -0.231 3.023 2.104
C -0.603 1.721 1.524
C 0.629 1.105 0.872
C 0.234 0.068 -0.186
S -0.850 -1.222 0.460
S -1.300 -2.138 -1.350
H -0.963 3.394 2.703
H 0.510 2.797 2.761
H -1.392 1.862 0.783
H -1.045 1.074 2.276
H 1.384 0.723 1.560
H 1.123 1.946 0.369
H 1.133 -0.413 -0.548
H -0.205 0.587 -1.027
H -1.070 -3.390 -0.935
O 3.359 0.464 -2.309
H 3.248 1.214 -1.723
H 4.281 0.433 -2.573
```

Results
Gap between HOMO and LUMO   0.330 Eh
SMILES   NCCCSS.O
LUMO energy   0.6 eV

=====

Result of the stability comparison: version one is the most stable of them.